The following is a DFT calculation (ωB97M-V/def2-TZVPD) of a molecular structure, C27H20F5N4O8S3Tl.

```
68
Properties=species:S:1:pos:R:3
Tl -0.5925 -0.1837 -0.0147
F -3.3761 4.8631 4.3617
C -3.2689 3.8259 3.5372
C -2.0283 3.3850 3.1183
F -0.9164 3.9929 3.5328
C -1.9345 2.3033 2.2611
F -0.7055 1.9345 1.8659
C -3.0507 1.6062 1.8132
S -3.0102 0.2057 0.7715
C -4.2897 2.0685 2.2637
F -5.3973 1.4433 1.8680
C -4.4048 3.1611 3.1009
F -5.6042 3.5860 3.4886
O -3.5212 -5.4700 -0.2830
C -3.1186 -5.2975 0.9543
O -3.4074 -6.0426 1.8591
C -2.2434 -4.1169 1.2242
C -1.7736 -3.8087 2.4846
N -1.0051 -2.7159 2.3638
N -0.9557 -2.2906 1.1035
C -1.7120 -3.1091 0.3907
C -1.9045 -2.8063 -1.0781
O -2.5228 -3.6245 -1.7594
O -1.4089 -1.7097 -1.4933
H -3.1573 -4.7783 -0.9089
H -1.9645 -4.3138 3.4161
H -0.5213 -2.2003 3.0788
O 1.7644 -0.7256 -5.3088
S 2.6181 -1.1633 -4.2443
O 4.0309 -1.1981 -4.4824
N 2.2766 -0.2662 -2.8927
C 1.7464 -0.9996 -1.9661
O 1.3965 -0.5309 -0.8055
C 1.6534 -2.4555 -2.2666
C 1.2438 -3.4769 -1.4285
C 1.2370 -4.7725 -1.9285
C 1.6520 -5.0303 -3.2303
C 2.0911 -4.0050 -4.0606
C 2.0809 -2.7247 -3.5530
H 0.9393 -3.2581 -0.4134
H 0.9089 -5.5883 -1.2976
H 1.6428 -6.0467 -3.6007
H 2.4373 -4.1956 -5.0676
O 0.9610 -0.2250 1.9093
S 2.1418 -1.1367 2.1746
C 3.5853 -0.6290 1.1631
C 4.7440 -0.4476 2.1278
C 4.1537 0.3279 3.2996
C 2.9004 -0.4342 3.7050
H 3.2911 0.3057 0.6916
H 3.7548 -1.3788 0.3938
H 5.5572 0.0916 1.6424
H 5.1298 -1.4139 2.4622
H 3.8913 1.3346 2.9694
H 4.8497 0.4146 4.1337
H 2.1315 0.1889 4.1570
H 3.1315 -1.2769 4.3569
C -1.0842 3.3514 -3.7379
C -2.1846 2.9302 -3.0039
C -1.9904 2.0508 -1.9574
N -0.7736 1.6274 -1.6059
C 0.2895 2.0386 -2.2987
C 0.1703 2.8834 -3.3889
H -1.2121 4.0320 -4.5689
H -3.1800 3.2715 -3.2493
H -2.8254 1.6635 -1.3873
H 1.2518 1.6662 -1.9935
H 1.0503 3.1526 -3.9550
```

Computed properties:
HOMO-LUMO gap: 0.281 Ha
LUMO level: -1.25 eV
Energy relative to the best compared isomer or geometry (same formula, charge and spin): 0.000 eV
Net charge: 0
E_tot: -101449.8037 eV
HOMO energy: -8.88 eV

---

The following is a DFT calculation (ωB97M-V/def2-TZVPD) of a molecular structure, C3H8N2S.

```
14
Properties=species:S:1:pos:R:3
C 2.2797 1.1702 -0.2606
C -1.1779 -0.6992 1.4093
C -0.9624 -0.3979 -0.1078
N 0.9278 -0.2144 -2.0038
N 1.7118 0.5662 0.6272
S 0.6555 -1.0624 -0.6863
H 2.8398 2.0388 -0.1734
H 2.2557 0.7528 -1.2294
H -0.5892 -1.6513 1.5494
H -0.9239 0.1072 2.0847
H -2.2701 -0.9178 1.5170
H -0.8875 0.6828 -0.1232
H -1.7229 -0.9462 -0.6527
H 1.4778 -0.6691 -2.7103
```

Computed properties:
HOMO-LUMO gap (spin up / spin down): 0.320 / 0.320 Ha
LUMO level (spin up / spin down): 0.14 / 0.14 eV
Energy relative to the best compared isomer or geometry (same formula, charge and spin): 4.313 eV
Net charge: 0
E_tot: -17052.4175 eV
HOMO energy (spin up / spin down): -8.56 / -8.57 eV

---

The following is a DFT calculation (ωB97M-V/def2-TZVPD) of a molecular structure, C8H23Ba2F3O7.

```
43
Properties=species:S:1:pos:R:3
Ba -0.6784 2.9491 -0.1646
Ba 2.8657 0.8427 -1.0875
O 0.1974 0.5448 -0.8724
H 0.0702 -0.1212 -0.1690
C 1.3520 1.2814 2.5796
O 0.0349 1.0729 2.1504
O 1.9767 1.9671 1.4960
C 1.3965 1.9535 3.9798
F 1.2359 1.0768 4.9665
F 2.6807 2.3793 4.2257
F 0.5013 2.8594 4.1674
C -0.7621 0.1135 2.7120
C -0.3359 -1.3379 2.4615
H -0.7427 -2.0183 3.2096
H -0.6168 -1.6850 1.4672
H 0.7153 -1.6030 2.5747
H -1.7104 0.1496 2.1758
H -0.9395 0.1937 3.7845
H 1.8944 0.3383 2.6470
C -3.2525 0.5373 -0.4503
O -3.1780 1.8491 -0.0403
H -4.2009 0.1055 -0.1307
H -3.3021 0.3341 -1.5200
H -2.3702 -0.0172 -0.1308
H -3.7546 2.4469 -0.5217
C 3.6107 -2.6935 -0.4087
O 2.6064 -1.8117 -0.8907
H 3.2945 -3.7171 -0.2080
H 4.3678 -2.8116 -1.1839
H 4.0972 -2.3624 0.5087
H 1.7192 -2.0517 -0.6136
C -0.6756 -2.1777 -2.4657
O -0.3112 -1.9879 -1.0928
H -1.2257 -3.0950 -2.6756
H -1.2083 -1.3332 -2.9030
H 0.2443 -2.1073 -3.0462
H -0.3582 -1.0304 -1.0414
C -0.8925 1.9560 -4.2411
O -1.2928 1.8269 -2.8870
H -0.9185 0.9809 -4.7276
H -1.6663 2.4897 -4.7930
H 0.1160 2.3232 -4.4313
H -0.5836 1.3904 -2.4094
```

Computed properties:
HOMO-LUMO gap: 0.273 Ha
LUMO level: -7.28 eV
Energy relative to the best compared isomer or geometry (same formula, charge and spin): 0.413 eV
Net charge: +2
E_tot: -32527.7208 eV
HOMO energy: -14.70 eV

---

The following is a DFT calculation (ωB97M-V/def2-TZVPD) of a gas-phase ion, C4H8N3 (charge +1).

```
15
Properties=species:S:1:pos:R:3
C -0.9392 -0.1590 -0.0908
C 1.5929 0.4445 0.4275
C 1.8613 -0.9169 -0.0445
C -2.2202 -0.6794 0.0943
N 0.9167 -1.6408 -0.3410
N -0.5383 0.9567 -0.4804
N 0.7851 1.3631 -0.3325
H 0.9092 0.2826 1.2292
H 2.4402 0.9849 0.7405
H 2.8818 -1.2471 0.0379
H -2.5599 -1.4375 -0.5386
H -2.9857 0.0576 -0.0455
H -2.1374 -1.3817 1.0013
H -1.1757 1.6880 -0.4950
H 1.1694 1.6849 -1.1624
```

Computed properties:
HOMO-LUMO gap (spin up / spin down): 0.351 / 0.309 Ha
LUMO level (spin up / spin down): -5.12 / -5.77 eV
Energy relative to the best compared isomer or geometry (same formula, charge and spin): 7.372 eV
Net charge: +1
E_tot: -8735.4100 eV
HOMO energy (spin up / spin down): -14.66 / -14.18 eV

---

The following is a DFT calculation (ωB97M-V/def2-TZVPD) of 10 unconnected molecules or ions with the total composition C20H60BNO13P.

```
96
Properties=species:S:1:pos:R:3
C 0.1511 -0.9983 0.7498
C -0.4118 -2.1679 0.3589
C -1.0154 -2.4428 -1.0012
C -0.2295 -3.6974 -1.5134
O 1.1263 -3.6033 -1.1992
C 1.9811 -3.1198 -2.2449
C 2.6681 -1.7877 -1.9240
C 4.1647 -1.9351 -1.5494
C -2.4881 -2.8749 -1.0075
N -3.4399 -1.7093 -0.9257
P -3.6328 -1.1181 0.7400
O -3.9697 -2.2605 1.5847
C -3.0947 -0.6435 -1.9810
B -2.9327 0.8860 -1.4302
C -4.0904 1.8468 -1.0259
O -1.6642 1.3799 -1.3670
C -1.8412 -1.0534 -2.7491
O -0.7627 -1.3813 -1.9166
H -0.4084 -0.0708 0.8650
H 1.2167 -0.9032 0.9225
H -0.3840 -3.0107 1.0409
H -0.6365 -4.5472 -0.9581
H -0.4121 -3.8409 -2.5781
H 1.4664 -3.0190 -3.1981
H 2.7655 -3.8599 -2.3851
H 2.6004 -1.1508 -2.8024
H 2.1852 -1.2410 -1.1231
H 4.2478 -1.7226 -0.4867
H 4.5496 -2.9317 -1.7339
H 4.7004 -1.1658 -2.0880
H -2.6524 -3.5479 -0.1723
H -2.7390 -3.4447 -1.8976
H -4.3554 -2.0947 -1.1719
H -4.6718 -0.1763 0.8122
H -2.4452 -0.5257 1.1978
H -3.9022 -0.6345 -2.7110
H -5.0978 1.4531 -1.1333
H -3.9305 2.1010 0.0243
H -3.9603 2.7829 -1.5717
H -1.0423 0.7951 -0.9005
H -2.0591 -1.8297 -3.4873
H -1.5378 -0.1807 -3.3184
C -2.7157 5.8943 -1.8204
O -3.9837 5.2549 -1.7081
H -2.0323 5.4385 -1.1052
H -2.3112 5.7648 -2.8271
H -2.8143 6.9569 -1.5988
H -4.5645 5.6781 -2.3505
C 1.2385 -1.8813 4.8798
O 2.0744 -1.4663 3.7988
H 1.7079 -1.5863 5.8138
H 0.2532 -1.4122 4.8136
H 1.1269 -2.9685 4.8637
H 1.6533 -1.7363 2.9780
C -1.0909 1.4927 4.2860
O -1.7570 0.2583 4.5650
H -0.0245 1.2963 4.2055
H -1.4530 1.9166 3.3447
H -1.2627 2.2088 5.0914
H -2.6956 0.4588 4.6388
C 5.8483 0.1025 1.4046
O 6.7732 -0.6874 0.6637
H 5.4463 0.8591 0.7346
H 5.0258 -0.5114 1.7842
H 6.3436 0.5981 2.2427
H 7.1259 -1.3536 1.2622
C 5.0017 -5.1480 0.7617
O 3.6907 -5.7056 0.8297
H 5.6306 -5.6768 1.4723
H 5.4135 -5.2709 -0.2436
H 4.9741 -4.0868 1.0250
H 3.1374 -5.2336 0.1988
C 6.9772 -1.0999 -4.3594
O 5.6169 -0.6668 -4.3633
H 6.9819 -2.1816 -4.4619
H 7.5252 -0.6611 -5.1960
H 7.4672 -0.8292 -3.4211
H 5.6196 0.2913 -4.2734
C -0.7616 5.7711 2.0823
O -1.5331 4.6032 1.8040
H -0.1606 5.5709 2.9649
H -0.0983 6.0058 1.2463
H -1.4118 6.6258 2.2811
H -2.0641 4.7861 1.0220
C -3.7142 -3.7011 5.1485
O -4.4272 -4.5188 4.2271
H -3.8264 -4.1326 6.1392
H -2.6524 -3.6712 4.8881
H -4.1219 -2.6863 5.1505
H -4.3189 -4.1253 3.3558
C -3.1273 9.1990 -3.5598
O -4.2045 8.3318 -3.2055
H -2.2035 8.6302 -3.4899
H -3.2438 9.5623 -4.5827
H -3.0745 10.0488 -2.8760
H -5.0192 8.8403 -3.2689
```

Computed properties:
HOMO-LUMO gap: 0.302 Ha
LUMO level: -3.50 eV
Net charge: +1
E_tot: -59772.2094 eV
HOMO energy: -11.70 eV

---

The following is a DFT calculation (ωB97M-V/def2-TZVPD) of 7 unconnected molecules or ions with the total composition C50H38F3I2N2O18PS.

```
115
Properties=species:S:1:pos:R:3
C 3.2054 2.9745 2.7852
C 2.8238 1.4352 2.2527
C 1.4799 1.3917 1.2968
I 1.7966 3.2361 0.0473
C 1.4035 0.1194 0.2588
C 2.2447 -1.2207 0.6429
N 1.8258 -2.1058 1.7295
C 1.3728 -1.5300 3.0207
O 2.1560 -1.7675 4.1137
F 0.2075 -0.6662 3.3194
C 2.8697 -3.1573 2.1237
O 4.1857 -2.9560 2.1934
F 2.3818 -4.5592 2.4025
S 2.3649 -2.0526 -1.0852
O 2.9132 -3.5091 -1.0197
O 3.4858 -1.2569 -1.8652
O 0.8827 -2.1343 -1.8900
C 0.1895 -0.8052 -1.9837
F 1.0034 0.0352 -2.8902
P -1.3931 -1.2271 -2.9519
O -2.7411 -0.6008 -2.4923
C -0.0573 -0.1319 -0.4723
I -1.3272 -1.7018 0.4800
C -1.0504 1.1818 -0.4929
C -1.2130 2.1451 -1.8526
C -2.2556 3.3849 -1.6094
C -3.0310 3.7235 -0.2207
N -2.8471 2.8420 0.9640
C -1.9286 1.6835 0.7893
H 4.0122 3.5037 2.1102
H 2.2659 3.6255 3.0296
H 3.7563 2.8233 3.8358
H 3.8099 1.0671 1.6995
H 2.7528 0.8140 3.2382
H 0.5625 1.5051 2.0124
H 2.0602 0.5507 -0.6551
H 3.3746 -0.8853 0.8377
H -1.1927 -0.8300 -4.3528
H -1.5938 -2.6815 -3.0171
H -0.6808 1.9471 -2.8713
H -2.4643 4.1042 -2.5318
H -3.7317 4.6772 -0.1769
H -1.7789 1.0245 1.7762
C 4.7433 -6.5484 -2.2168
C 3.4274 -6.3144 -2.2212
C 2.4553 -7.4015 -1.9922
O 1.2507 -7.1887 -1.9980
C 2.9934 -8.7561 -1.7568
C 4.3093 -8.9900 -1.7525
C 5.2814 -7.9029 -1.9814
O 6.4860 -8.1158 -1.9756
H 5.4698 -5.7625 -2.3837
H 3.0170 -5.3263 -2.3916
H 2.2669 -9.5419 -1.5899
H 4.7197 -9.9781 -1.5820
C 5.3438 3.4558 8.4187
C 5.2287 2.9766 7.1764
C 5.5441 3.8120 6.0008
O 5.4371 3.3748 4.8633
C 5.9929 5.1961 6.2513
C 6.1080 5.6753 7.4936
C 5.7926 4.8399 8.6692
O 5.8995 5.2771 9.8067
H 5.1158 2.8567 9.2919
H 4.9016 1.9634 6.9762
H 6.2209 5.7952 5.3781
H 6.4351 6.6885 7.6938
C -3.6758 7.8275 1.9679
C -4.4207 8.1801 3.0202
C -4.4320 7.3724 4.2558
O -5.1149 7.6933 5.2187
C -3.5875 6.1617 4.2842
C -2.8426 5.8092 3.2319
C -2.8314 6.6168 1.9963
O -2.1484 6.2960 1.0334
H -3.6567 8.4083 1.0538
H -5.0449 9.0656 3.0153
H -3.6066 5.5809 5.1983
H -2.2184 4.9236 3.2368
C -8.2900 5.0430 1.3210
C -9.5809 5.2190 1.6189
C -10.0011 5.7047 2.9480
O -11.1826 5.8642 3.2222
C -8.9399 5.9898 3.9342
C -7.6489 5.8138 3.6363
C -7.2288 5.3281 2.3071
O -6.0473 5.1686 2.0329
H -7.9648 4.6867 0.3511
H -10.3711 5.0150 0.9062
H -9.2651 6.3461 4.9040
H -6.8588 6.0178 4.3489
C 3.2259 -12.7877 -6.6267
C 2.6264 -12.7065 -5.4349
C 3.2744 -12.0261 -4.2963
O 2.7273 -11.9531 -3.2045
C 4.6089 -11.4379 -4.5260
C 5.2084 -11.5191 -5.7177
C 4.5605 -12.1995 -6.8564
O 5.1076 -12.2725 -7.9481
H 2.7649 -13.2837 -7.4721
H 1.6473 -13.1322 -5.2507
H 5.0699 -10.9418 -3.6806
H 6.1875 -11.0934 -5.9020
C -4.2071 0.8899 -5.4858
C -4.3222 0.4107 -6.7281
C -4.0068 1.2461 -7.9037
O -4.1138 0.8089 -9.0412
C -3.5580 2.6301 -7.6533
C -3.4430 3.1094 -6.4109
C -3.7583 2.2740 -5.2354
O -3.6514 2.7112 -4.0978
H -4.4351 0.2908 -4.6127
H -4.6494 -0.6026 -6.9284
H -3.3301 3.2292 -8.5264
H -3.1158 4.1226 -6.2107
```

Computed properties:
HOMO-LUMO gap: 0.254 Ha
LUMO level: -1.87 eV
Net charge: 0
E_tot: -136755.4507 eV
HOMO energy: -8.78 eV